No. 1
C66H55NO42 | ωB97M-V/def2-TZVPD

## Properties
**Structure (SMILES)**: O=C1C=C(O)C(=O)C=C1O.O=C1C=C(O)C(=O)C=C1O.O=C1C=C(O)C(=O)C=C1O.O=C1C=C(O)C(=O)C=C1O.O=C1C=C(O)C(=O)C=C1O.O=C1C=C(O)C(=O)C=C1O.O=C1C=C(O)C(=O)C=C1O.O=C1C=C(O)C(=O)C=C1O.O=C1C=C(O)C(=O)C=C1O.O=C1C=C(O)C(=O)C=C1O.COCCNCCOC
**Calculated total energy**: -5762.49185 hartree
**2S+1**: 1
**HOMO energy**: -0.3494 hartree
**Total charge**: 0
**Kohn-Sham gap**: 0.269 Ha

Last column: Mulliken charge in e.
Cartesian coordinates (Å):
O  -2.28  -2.92  5.68  -0.610
C  -1.07  -2.97  5.46  0.534
C  -0.40  -3.00  4.19  -0.430
C  0.97  -3.06  4.03  0.189
O  1.51  -3.26  2.77  0.627
C  2.01  -2.76  5.08  0.755
O  3.22  -2.74  4.91  -0.558
C  1.31  -2.68  6.34  -1.065
C  -0.03  -2.78  6.57  0.363
O  -0.54  -2.66  7.80  -0.590
H  -1.06  -3.05  3.33  0.701
H  2.46  -3.30  2.84  -0.362
H  1.78  -2.63  7.31  0.417
H  -1.49  -2.61  7.64  0.334
O  3.92  -4.76  3.02  -0.390
C  4.78  -5.27  2.29  0.656
C  5.00  -4.82  0.93  -0.823
C  5.87  -5.41  0.04  -0.269
O  6.03  -4.89  -1.19  -0.272
C  6.80  -6.56  0.45  0.508
O  7.62  -7.08  -0.32  -0.608
C  6.63  -6.98  1.87  -0.909
C  5.68  -6.46  2.70  0.181
O  5.56  -6.95  3.97  -0.599
H  4.54  -3.94  0.50  1.247
H  6.63  -5.41  -1.74  0.281
H  7.28  -7.74  2.27  0.453
H  4.77  -6.58  4.36  0.325
O  -4.14  5.52  -2.31  -0.600
C  -3.58  5.07  -1.32  0.766
C  -4.37  4.61  -0.12  -0.589
C  -3.74  4.01  0.91  0.246
O  -4.42  3.49  1.96  -0.763
C  -2.31  3.72  1.05  0.871
O  -1.77  3.12  1.99  -0.348
C  -1.55  4.20  -0.12  -0.740
C  -2.12  4.90  -1.16  0.126
O  -1.35  5.30  -2.23  -0.608
H  -5.44  4.53  -0.09  0.482
H  -3.75  2.94  2.37  0.072
H  -0.48  4.10  0.05  0.609
H  -1.89  5.43  -3.01  0.394
O  -7.70  -0.96  6.31  -0.631
C  -6.85  -0.67  5.43  0.441
C  -7.04  0.45  4.49  -0.676
C  -6.05  0.88  3.69  0.367
O  -6.32  1.89  2.84  -0.502
C  -4.70  0.26  3.54  0.925
O  -3.87  0.63  2.70  0.083
C  -4.55  -0.87  4.42  -1.087
C  -5.48  -1.35  5.24  0.239
O  -5.20  -2.26  6.19  -0.486
H  -7.93  1.05  4.56  0.518
H  -5.50  2.10  2.39  0.095
H  -3.58  -1.33  4.49  0.452
H  -5.81  -2.09  6.92  0.354
O  1.83  7.18  4.61  -0.633
C  0.71  6.58  4.51  0.230
C  0.56  5.15  4.71  -0.801
C  -0.60  4.44  4.79  0.683
O  -0.79  3.09  4.90  -0.323
C  -1.96  5.17  4.67  0.640
O  -3.14  4.78  4.71  -0.619
C  -1.81  6.63  4.48  -0.623
C  -0.61  7.24  4.38  0.580
O  -0.61  8.59  4.18  -0.533
H  1.48  4.59  4.83  0.362
H  0.05  2.75  5.21  0.277
H  -2.63  7.32  4.36  0.435
H  0.28  8.80  3.90  0.313
O  -5.53  -3.67  -1.31  -0.672
C  -5.69  -2.49  -0.90  1.044
C  -6.90  -1.93  -0.37  -0.822
C  -6.92  -0.64  0.11  0.296
O  -7.94  -0.28  0.98  -0.578
C  -5.80  0.36  -0.16  0.743
O  -5.91  1.59  0.18  -0.645
C  -4.67  -0.21  -0.78  -0.791
C  -4.54  -1.53  -1.08  0.194
O  -3.48  -2.03  -1.74  -0.380
H  -7.59  -2.63  0.06  0.377
H  -7.81  0.66  1.13  0.375
H  -3.81  0.36  -1.10  0.560
H  -3.62  -2.97  -1.81  0.355
O  5.62  -1.63  -0.82  -0.275
C  5.68  -0.60  -0.11  0.397
C  5.63  0.65  -0.87  -0.712
C  5.92  1.82  -0.28  0.194
O  5.90  2.93  -1.14  -0.557
C  6.41  2.07  1.09  0.579
O  6.76  3.11  1.52  -0.550
C  6.23  0.82  1.89  -0.632
C  5.86  -0.40  1.40  0.268
O  5.60  -1.48  2.22  -0.663
H  5.39  0.50  -1.91  0.578
H  6.12  3.69  -0.60  0.330
H  6.26  1.04  2.95  0.452
H  5.49  -2.33  1.77  0.201
O  -1.75  0.66  0.31  -0.085
C  -0.62  0.31  0.49  -0.027
C  0.19  -0.13  -0.61  -0.171
C  1.37  -0.69  -0.46  -0.879
O  2.08  -1.17  -1.47  -0.174
C  1.99  -0.92  0.90  1.446
O  3.09  -1.50  1.01  0.171
C  1.26  -0.31  1.93  -0.633
C  0.01  0.17  1.79  0.368
O  -0.50  0.70  2.95  -0.476
H  -0.07  0.04  -1.64  0.382
H  2.93  -1.44  -1.12  -0.161
H  1.72  -0.29  2.90  0.603
H  -1.32  1.15  2.75  -0.035
O  -0.53  -3.04  -0.12  -0.457
C  0.12  -3.93  -0.66  0.795
C  0.65  -4.97  0.16  -0.846
C  1.17  -6.12  -0.32  0.348
O  1.44  -7.17  0.52  -0.568
C  1.39  -6.33  -1.80  0.584
O  1.82  -7.40  -2.31  -0.669
C  1.05  -5.20  -2.61  -0.614
C  0.38  -4.11  -2.12  0.465
O  -0.05  -3.07  -2.91  -0.525
H  0.53  -4.96  1.24  0.458
H  1.92  -7.83  0.01  0.323
H  1.12  -5.35  -3.68  0.496
H  -0.54  -2.46  -2.35  0.169
O  3.84  -3.83  -2.67  -0.389
C  4.09  -3.02  -3.59  0.990
C  3.13  -2.45  -4.54  -0.940
C  3.33  -1.85  -5.70  0.306
O  2.37  -1.47  -6.55  -0.549
C  4.66  -1.37  -6.12  0.805
O  4.95  -0.76  -7.13  -0.596
C  5.71  -1.90  -5.15  -0.892
C  5.47  -2.63  -4.02  0.425
O  6.47  -2.96  -3.12  -0.589
H  2.08  -2.70  -4.42  0.348
H  2.71  -1.30  -7.43  0.327
H  6.70  -1.53  -5.38  0.441
H  6.11  -3.32  -2.30  0.345
C  -1.61  0.76  -4.18  -0.419
O  -1.62  2.05  -4.78  -0.389
C  -2.71  2.78  -4.27  0.152
C  -2.99  3.93  -5.26  -1.323
N  -2.32  5.16  -4.95  -0.195
C  -0.97  5.21  -5.56  -0.868
C  -0.88  4.99  -7.12  -0.746
O  -1.51  6.07  -7.80  -0.311
C  -1.73  5.77  -9.18  -0.808
H  -0.67  0.27  -4.43  0.300
H  -2.49  0.17  -4.43  0.366
H  -1.55  0.95  -3.11  0.018
H  -2.37  3.19  -3.32  -0.072
H  -3.62  2.19  -4.18  0.462
H  -4.02  4.12  -4.93  0.630
H  -3.01  3.55  -6.28  0.181
H  -2.81  5.92  -5.41  0.296
H  -0.27  4.51  -5.10  0.359
H  -0.36  6.11  -5.51  0.492
H  -1.37  4.05  -7.37  0.413
H  0.15  5.13  -7.44  0.458
H  -2.04  4.77  -9.48  0.317
H  -0.76  5.85  -9.67  0.330
H  -2.39  6.45  -9.71  0.288


No. 2
C5H6Br9N | ωB97M-V/def2-TZVPD

## Properties
**Calculated total energy**: -23414.93933 hartree
**2S+1**: 1
**HOMO energy**: -0.3781 hartree
**Total charge**: 0
**Kohn-Sham gap**: 0.368 Ha

Last column: Mulliken charge in e.
Cartesian coordinates (Å):
C  4.42  6.56  6.77  -0.594
C  5.37  6.99  5.74  0.326
N  6.02  7.28  4.87  -0.329
H  4.97  6.03  7.55  0.253
H  3.68  5.85  6.51  0.295
H  3.93  7.46  7.24  0.023
C  5.63  11.97  11.82  -0.361
Br  6.85  11.49  13.27  -0.067
Br  4.85  10.32  11.30  0.027
Br  6.68  12.67  10.37  0.007
H  4.97  12.73  12.25  0.434
C  4.39  12.02  7.84  -0.023
Br  3.29  13.36  8.77  0.000
Br  4.82  12.61  6.06  -0.013
Br  3.46  10.33  7.76  0.001
H  5.32  11.84  8.40  0.034
C  5.13  16.97  8.14  -0.092
Br  4.66  18.33  6.86  -0.021
Br  4.97  17.61  9.99  -0.030
Br  6.87  16.31  7.85  0.016
H  4.33  16.20  8.03  0.115


No. 3
C31H20Cl5GdP2S2 | ωB97M-V/def2-TZVPD

## Properties
**Calculated total energy**: -5739.06406 hartree
**Relative energy (zero: lowest compared OMol25 entry of this formula, charge and spin)**: 0.000 eV
**2S+1**: 8
**HOMO energy (alpha / beta)**: -0.3005 / -0.2922 hartree
**Total charge**: 0
**Kohn-Sham gap (alpha / beta)**: 0.303 / 0.209 Ha

Last column: Mulliken spin population.
Cartesian coordinates (Å):
Gd  -0.09  0.58  0.38  6.602
S  -2.67  -0.24  0.39  0.038
P  -1.84  -1.38  -1.11  0.083
C  -0.17  -1.48  -0.95  0.155
P  1.28  -1.16  -1.75  0.094
S  2.12  0.63  -1.15  0.042
C  2.51  -2.46  -1.44  0.000
C  2.40  -3.68  -2.11  -0.001
C  3.29  -4.70  -1.85  0.002
C  4.30  -4.52  -0.92  -0.001
C  4.42  -3.32  -0.25  0.001
C  3.53  -2.28  -0.51  -0.001
C  1.22  -1.13  -3.57  0.000
C  0.25  -1.85  -4.28  0.003
C  0.26  -1.88  -5.66  0.003
C  1.25  -1.21  -6.36  0.000
C  2.22  -0.50  -5.67  0.000
C  2.21  -0.46  -4.29  0.001
C  -2.38  -0.59  -2.66  0.004
C  -3.50  -1.01  -3.36  -0.003
C  -3.90  -0.36  -4.52  0.001
C  -3.18  0.73  -4.99  0.000
C  -2.06  1.17  -4.28  -0.001
C  -1.67  0.51  -3.13  0.001
C  -2.68  -2.99  -1.09  0.008
C  -3.64  -3.29  -0.14  0.001
C  -4.25  -4.54  -0.12  0.000
C  -3.90  -5.50  -1.05  0.000
C  -2.92  -5.21  -2.00  0.002
C  -2.31  -3.97  -2.01  -0.001
H  1.61  -3.83  -2.84  -0.002
H  3.19  -5.64  -2.37  0.000
H  5.00  -5.33  -0.72  0.000
H  5.21  -3.17  0.48  0.000
H  3.63  -1.34  0.01  -0.001
H  -0.53  -2.36  -3.74  0.002
H  -0.51  -2.44  -6.19  0.000
H  1.26  -1.23  -7.45  0.000
H  2.99  0.04  -6.22  0.000
H  2.96  0.11  -3.76  0.000
H  -4.08  -1.85  -3.00  0.000
H  -4.77  -0.70  -5.06  0.000
H  -3.48  1.24  -5.89  0.000
H  -1.49  2.02  -4.64  0.000
H  -0.76  0.84  -2.64  0.012
H  -3.93  -2.54  0.59  0.000
H  -5.00  -4.76  0.63  0.000
H  -4.37  -6.47  -1.03  0.000
H  -2.63  -5.96  -2.73  0.000
H  -1.54  -3.78  -2.75  -0.002
Cl  1.07  -1.05  2.56  -0.002
C  1.03  0.55  3.35  -0.040
C  0.52  1.56  2.59  0.059
C  0.48  2.81  3.17  -0.057
Cl  -0.17  4.14  2.24  -0.002
C  0.92  3.04  4.47  0.000
Cl  0.85  4.60  5.18  0.000
C  1.43  1.96  5.21  0.000
Cl  2.00  2.21  6.82  0.000
C  1.50  0.69  4.65  -0.001
Cl  2.12  -0.65  5.53  0.000